Entry 1:
ORCA calculation (ωB97M-V/def2-TZVPD) on a cluster of 14 separate species, C5H34NO13 in total in a non-equilibrium geometry.

Results
Gap between HOMO and LUMO, hartree: 0.3301
E_HOMO, Eh: -0.236
Charge: -1

Structure (XYZ):
```
53
Properties=species:S:1:pos:R:3:forces:R:3
C -0.43675 -2.66864 2.45640 -1.35 -0.32 -1.55
O 0.71175 -2.97290 2.32749 1.07 -1.13 0.96
C -0.94200 -1.41402 1.85198 -1.82 -0.09 -0.74
C 0.15030 -0.58361 1.13197 0.25 -0.84 0.94
C -0.44303 -0.13872 -0.23647 1.55 -0.97 -1.35
C -0.23957 2.06601 -1.18852 1.34 -1.88 -0.31
N 0.31814 0.97372 -0.80639 0.22 0.76 -0.95
H -1.25387 -3.41633 2.71669 0.81 0.47 0.54
H 3.68063 1.73792 0.76694 0.64 -0.20 -0.38
H -1.48256 -0.83977 2.57721 -0.07 0.62 0.88
H -1.90810 -1.76399 1.26323 2.10 0.53 0.25
H 1.05154 -1.33933 1.12262 -1.53 1.82 -0.79
H 0.49214 0.27195 1.81798 -0.72 -1.03 -1.35
H -1.48607 0.13191 -0.26087 -0.69 -0.01 0.76
H -0.37583 -1.05217 -1.01609 0.04 1.96 1.62
H 0.33369 2.75273 -1.83293 -0.07 -0.08 0.76
H -1.27288 2.29720 -1.05081 -0.43 -0.19 0.00
H -0.64439 3.07856 3.52362 0.60 3.04 3.65
H 0.63016 2.39933 2.40356 0.53 0.25 -0.93
O -0.83362 2.51802 2.85911 -1.10 -3.75 -2.75
H -2.62548 2.84215 -0.52496 -3.05 0.24 0.40
H -3.72941 2.69685 0.51455 -0.15 -0.23 0.10
O -3.65320 2.76159 -0.44826 2.79 0.17 -0.47
H -1.11446 3.24028 1.72741 0.72 0.90 -0.62
H -0.24646 4.31349 1.00587 3.13 1.85 0.62
O -1.02082 3.87297 0.86067 -3.64 -1.96 -0.75
H 1.22813 2.70130 1.01425 -1.28 0.56 -3.31
H 4.27454 1.47995 0.34438 -0.41 0.63 0.75
O 1.50074 2.53101 1.85936 1.28 -0.88 3.89
H -2.39966 2.03410 2.40464 0.65 0.35 0.42
H -3.46993 1.03421 2.73680 -0.30 -0.42 0.25
O -3.31494 1.78609 2.17619 -0.42 0.01 -0.31
H -2.23884 -0.35994 -2.95370 -0.11 -2.21 -0.24
H -1.71155 -1.66810 -3.59115 1.64 -0.62 -1.15
O -2.38479 -1.36071 -3.03472 -1.38 3.03 1.12
H -3.63063 -1.01580 -0.33032 0.01 1.83 0.84
H -3.50564 -1.72153 -1.67105 -0.07 -0.46 1.68
O -3.68920 -1.86934 -0.69343 -0.05 -1.47 -2.12
H 0.89871 -3.38735 -0.57089 2.54 -1.23 -1.05
H 2.47802 -3.47532 -0.56031 1.48 0.76 1.52
O 1.73038 -3.82101 -1.01154 -4.27 0.30 -0.26
H 2.22737 -2.67612 -2.22930 0.90 0.94 -1.52
H 3.36784 -1.64123 -2.23756 -0.50 0.05 -0.72
O 2.72657 -2.03287 -2.86646 -0.25 -1.62 1.72
H 3.50129 0.59239 -0.60093 -0.68 -2.71 -0.79
H 2.17617 0.17698 -0.99675 -1.23 -0.43 -0.28
O 3.03699 -0.27348 -0.93804 1.52 3.41 1.11
H 0.63381 -0.91236 -4.40086 -0.82 -1.36 -2.32
H 1.53271 -0.91208 -3.29587 2.74 -1.84 1.71
O 0.89773 -0.38892 -3.69716 -2.27 3.49 0.27
H 3.40140 -1.56877 0.01025 0.33 -1.40 0.40
H 3.42423 -2.50710 1.24044 -0.40 -0.14 1.53
O 3.64869 -2.50921 0.33173 0.18 1.47 -1.67
```
Positions in Å, forces in eV/Å.

Here are the natural (NBO) charges for atoms 1 to 8, given in e: 0.449, -0.557, -0.538, -0.461, -0.245, 0.009, -0.474, 0.107



Entry 2:
ORCA calculation (ωB97M-V/def2-TZVPD) on a structure of composition C5H7NO in a non-equilibrium geometry.

Results
Gap between HOMO and LUMO (spin up / spin down), hartree: 0.3004 / 0.3003
E_HOMO (spin up / spin down), Eh: -0.307 / -0.307
Charge: 0

Structure (XYZ):
```
14
Properties=species:S:1:pos:R:3:forces:R:3
C 0.44916 1.56134 -0.75433 -0.19 0.07 -0.14
C 0.56464 0.06004 -0.56150 0.03 -0.51 -0.55
C 1.07103 -0.39092 0.77827 -0.42 0.70 0.57
C 0.24729 -1.31360 1.35233 0.67 -0.11 -0.24
N -0.55695 -1.91737 0.21915 -0.04 -0.22 -0.73
C -0.74596 -0.67002 -0.28622 0.01 -1.18 1.05
O -1.89375 -0.09676 0.03914 0.73 -0.70 3.72
H 1.44355 2.02260 -0.79516 -0.20 -0.19 0.02
H -0.11210 2.03086 0.06180 0.13 -0.15 -0.12
H -0.06895 1.77916 -1.69535 0.10 0.07 0.15
H 1.02946 -0.43551 -1.41579 0.25 0.19 -0.15
H 1.73717 0.22425 1.36415 0.13 -0.03 0.07
H -1.77478 -0.46748 1.11630 -1.40 1.75 -3.27
H -1.38980 -2.38661 0.57722 0.19 0.30 -0.37
```
Positions in Å, forces in eV/Å.

Here are the natural (NBO) charges for atoms 1 to 8, given in e: -0.603, -0.321, -0.360, -0.074, -0.656, 0.690, -0.660, 0.223



Entry 3:
ORCA calculation (ωB97M-V/def2-TZVPD) on a cluster of 2 separate species, C2H8NO4 in total in a non-equilibrium geometry.

Results
Gap between HOMO and LUMO, hartree: 0.4357
E_HOMO, Eh: -0.554
Charge: +1

Structure (XYZ):
```
15
Properties=species:S:1:pos:R:3:forces:R:3
C 2.10506 0.30937 0.84971 -1.68 0.39 5.44
C -1.86558 -0.06995 0.06361 2.99 2.16 -3.60
N 1.20385 -0.83414 0.55968 0.54 1.15 2.46
O -3.07673 0.16321 -0.15802 -2.34 0.01 0.91
O -1.22383 -0.29727 1.03791 -1.19 -0.77 1.42
O -1.63928 0.81223 -2.15003 -0.35 -0.32 -2.91
O -0.99306 0.18346 -1.10232 0.15 -1.17 1.95
H 2.94638 0.28444 0.34012 3.79 -0.20 -2.85
H 1.68460 1.29148 0.86305 -0.84 0.34 -0.67
H 2.46049 0.21335 1.98231 -0.88 -0.11 -2.28
H 0.25008 -0.55225 1.06424 1.11 -1.27 -1.32
H 1.04871 -0.99014 -0.42293 -0.10 -0.18 -0.37
H -3.31740 0.71835 -0.93054 0.65 -0.52 -0.09
H 1.74990 -1.57271 1.02986 -1.14 -0.39 -0.69
H -1.33317 0.34057 -3.02665 -0.72 0.89 2.58
```
Positions in Å, forces in eV/Å.

Here are the natural (NBO) charges for atoms 1 to 8, given in e: -0.420, 1.034, -0.713, -0.620, -0.603, -0.448, -0.330, 0.216



Entry 4:
ORCA calculation (ωB97M-V/def2-TZVPD) on the molecule C3H4N4O in a non-equilibrium geometry.

Results
Gap between HOMO and LUMO, hartree: 0.3422
SMILES: N#C/C=N\N/C=N\O
E_HOMO, Eh: -0.329
Charge: 0

Structure (XYZ):
```
12
Properties=species:S:1:pos:R:3:forces:R:3
N 0.51953 2.34127 0.26948 -0.49 -0.93 0.33
C 0.01769 1.39013 0.70112 0.40 0.63 0.01
C -0.71805 0.30578 1.31743 -0.69 0.07 0.87
N -1.40397 -0.57728 0.66921 1.21 0.32 0.72
N -1.16580 -0.78433 -0.64648 -1.48 -0.19 -0.15
C -0.02587 -0.59642 -1.42825 0.95 0.07 0.93
N 1.20140 -0.64659 -1.03560 -0.96 0.62 -1.77
O 1.36464 -0.84168 0.29174 2.06 -0.85 1.05
H -0.82465 0.33373 2.45244 -0.04 0.04 -1.83
H -1.98375 -1.27063 -1.03261 0.99 0.38 -0.15
H -0.17552 -0.37145 -2.47797 -0.06 -0.28 0.09
H 2.36609 -0.88672 0.38607 -1.90 0.13 -0.10
```
Positions in Å, forces in eV/Å.

Here are the natural (NBO) charges for atoms 1 to 8, given in e: -0.294, 0.209, -0.087, -0.163, -0.451, 0.138, -0.148, -0.557



Entry 5:
ORCA calculation (ωB97M-V/def2-TZVPD) on the molecule C6H10.

Results
Gap between HOMO and LUMO, hartree: 0.3159
E_HOMO, Eh: -0.322
Charge: 0

Structure (XYZ):
```
16
Properties=species:S:1:pos:R:3:forces:R:3
C -0.60021 1.12965 1.53580 0.01 0.06 0.03
C 0.04654 0.26227 0.47382 0.00 0.09 -0.08
C 1.27469 -0.50315 0.79899 0.11 -0.04 0.02
C 1.38264 0.75707 -0.01436 -0.15 -0.16 0.24
C 0.01844 -0.68535 -1.86706 0.00 -0.06 -0.05
C -0.83199 -0.26307 -0.65677 -0.01 0.04 -0.01
H 0.16129 1.60689 2.16350 -0.13 -0.08 -0.07
H -1.25239 0.54246 2.19282 0.08 0.03 -0.12
H -1.19189 1.92721 1.07227 0.08 -0.13 0.05
H 1.73678 -0.40899 1.78142 -0.08 -0.03 -0.06
H 1.48436 -1.45670 0.31624 0.04 0.20 0.03
H 0.87694 -0.00817 -1.98011 -0.13 -0.08 -0.09
H -0.54689 -0.63803 -2.80063 -0.01 -0.09 0.13
H 0.41581 -1.69984 -1.75782 -0.06 0.14 -0.03
H -1.45278 -1.09964 -0.30610 0.10 0.16 -0.03
H -1.52134 0.53738 -0.95202 0.15 -0.05 0.04
```
Positions in Å, forces in eV/Å.

Here are the natural (NBO) charges for atoms 1 to 8, given in e: -0.587, -0.247, -0.628, 0.233, -0.614, -0.373, 0.215, 0.216



Entry 6:
ORCA calculation (ωB97M-V/def2-TZVPD) on a cluster of 2 separate species, CH4N4 in total in a non-equilibrium geometry.

Results
Gap between HOMO and LUMO, hartree: 0.3728
E_HOMO, Eh: -0.342
Charge: 0

Structure (XYZ):
```
9
Properties=species:S:1:pos:R:3:forces:R:3
C -1.68193 -0.05006 0.39839 -0.52 -0.06 0.40
N 3.22702 -0.66386 0.15676 0.26 -0.56 -0.08
N 2.36204 0.03893 0.01315 1.40 -1.46 0.26
N -0.89619 -0.15654 -0.57025 0.14 -0.10 -0.65
N 1.56987 0.91468 -0.05962 -1.08 2.89 0.10
H -2.59840 -0.62611 0.53524 0.02 -0.08 -0.09
H -1.44641 0.67187 1.17079 0.03 0.13 0.16
H -1.15403 -0.85386 -1.26505 -0.20 -0.02 0.10
H 0.61802 0.72496 -0.37942 -0.06 -0.74 -0.20
```
Positions in Å, forces in eV/Å.

Here are the natural (NBO) charges for atoms 1 to 8, given in e: -0.002, -0.149, 0.259, -0.629, -0.574, 0.158, 0.171, 0.357



Number 1: E -1243.71944 a.u.. Number 2: E -324.52187 a.u.. Number 3: E -436.35622 a.u.. Number 4: E -410.84933 a.u.. Number 5: E -234.44990 a.u.. Number 6: E -259.43265 a.u..